Here is a 7-piece molecular cluster, C60H83FN2O12S3 overall in a non-equilibrium geometry from OMol25. Energies are from ωB97M-V/def2-TZVPD.

Computed properties:
Max |F| (eV Å⁻¹): 4.72
Gap between HOMO and LUMO (eV): 7.16

XYZ file:
```
161
Properties=species:S:1:pos:R:3:lowdin_charge:R:1
C 7.0193 -1.1894 2.5454 -0.13
C 6.8972 -1.6965 1.0040 -0.24
C 7.2178 -0.4011 0.0733 -0.19
C 7.4503 -0.8321 -1.4863 -0.21
N 6.1825 -0.7029 -2.2682 -0.17
C 5.9998 -1.7868 -3.2810 -0.22
C 4.4615 -2.3267 -3.2060 -0.18
C 4.3470 -3.2010 -1.8320 -0.21
C 2.7947 -3.3320 -1.4508 -0.18
C 2.1957 -1.9886 -0.7697 -0.15
C 3.1101 -0.7996 -0.3849 -0.02
C 2.5032 0.4697 0.3182 -0.05
C 0.9725 0.5150 0.6132 -0.42
C 0.0099 -0.6341 0.2289 -0.18
C 0.6553 -1.8824 -0.4696 0.03
N -1.4414 -0.6996 0.4840 0.03
C -2.1087 0.6170 0.4574 -0.16
C -3.6055 0.6511 -0.0372 -0.09
C -4.4070 -0.6523 -0.5251 -0.16
C -5.1414 -1.4534 0.6551 -0.16
C -4.2210 -1.6408 1.9518 -0.14
F -5.0547 -2.3496 2.9386 -0.15
C -4.4286 1.9921 -0.0634 0.05
C -3.8015 3.3251 0.4122 -0.17
C -4.5632 4.7384 0.4674 -0.17
C -4.0994 5.6094 -0.8070 -0.19
C -3.0572 6.7254 -0.3096 -0.18
C -1.9497 7.1092 -1.4157 -0.15
C -1.5034 8.5891 -1.6526 -0.04
C -0.3922 8.9355 -2.7098 -0.08
C 0.3206 7.8514 -3.5808 -0.09
C -0.1436 6.3833 -3.3664 -0.08
C -1.2380 6.0421 -2.3252 -0.03
C -2.3115 3.3191 0.8795 -0.03
C -1.5111 1.9731 0.9010 -0.39
S 0.2638 1.9850 1.4946 0.85
C 5.9945 0.6346 -2.8249 -0.91
S 4.8837 0.9501 -4.0719 0.63
S 6.9178 2.1483 -2.2019 0.80
C 5.5975 3.3203 -1.6214 -0.47
C 5.5370 3.2272 -0.0197 -0.32
C 4.4323 4.1945 0.6406 -0.12
H 6.2933 -1.8329 3.1765 0.08
H 6.7130 -0.0915 2.6661 0.08
H 8.0671 -1.3734 2.9593 0.07
H 7.5862 -2.5812 0.7704 0.11
H 5.8050 -2.0531 0.8911 0.09
H 6.3098 0.2897 0.1025 0.07
H 8.1828 0.0683 0.4674 0.11
H 7.8205 -1.9270 -1.4292 0.12
H 8.3355 -0.2529 -1.9597 0.10
H 6.6432 -2.7232 -3.0563 0.13
H 6.2879 -1.4804 -4.3505 0.09
H 4.1950 -2.9419 -4.1285 0.12
H 3.7688 -1.4295 -3.0478 0.07
H 4.9645 -2.6909 -1.0150 0.07
H 4.8598 -4.2147 -2.0353 0.12
H 2.7248 -4.1979 -0.6838 0.12
H 2.1377 -3.6334 -2.3334 0.11
H 4.2380 -0.7787 -0.5599 0.06
H 3.2305 1.3126 0.6097 0.07
H 0.0289 -2.7910 -0.7582 0.10
H -1.8214 -1.2298 -0.3290 0.11
H -3.7711 -1.3634 -1.1672 0.11
H -5.2450 -0.2739 -1.2279 0.11
H -6.1328 -1.0067 1.0002 0.12
H -5.3808 -2.5023 0.2493 0.09
H -3.3212 -2.3170 1.7661 0.12
H -3.9513 -0.6431 2.4375 0.12
H -5.5248 2.0244 -0.4394 0.07
H -5.6936 4.6398 0.5960 0.11
H -4.1823 5.2546 1.4318 0.11
H -5.0021 6.0144 -1.3752 0.11
H -3.5390 4.8895 -1.5074 0.09
H -2.4922 6.3989 0.6459 0.10
H -3.6813 7.6433 0.0169 0.12
H -2.0004 9.4039 -1.0346 0.08
H -0.0622 10.0199 -2.8470 0.08
H 1.1381 8.1626 -4.3305 0.09
H 0.3405 5.5676 -4.0147 0.09
H -1.5445 4.9365 -2.2177 0.09
H -1.7760 4.2666 1.2127 0.09
H 5.8007 4.3677 -2.0304 0.09
H 4.5974 2.9665 -2.0652 0.07
H 6.5863 3.3979 0.4211 0.11
H 5.2460 2.1498 0.2609 0.07
H 4.4738 5.2745 0.2679 0.08
H 4.5995 4.2276 1.7805 0.08
H 3.3998 3.7427 0.4379 0.06
O 7.9304 -0.4980 -5.3513 0.09
C 8.1482 0.2450 -6.2766 -0.46
C 7.9648 1.7359 -6.2637 -0.09
C 7.9962 2.0746 -7.7383 -0.16
C 8.8817 0.9882 -8.3022 -0.16
O 8.6417 -0.1591 -7.4782 0.03
H 8.7977 2.1921 -5.7231 0.14
H 7.0125 2.0102 -5.8088 0.09
H 8.3609 3.0811 -7.9503 0.12
H 6.9884 1.9863 -8.1565 0.12
H 9.9438 1.2443 -8.2424 0.13
H 8.6326 0.7546 -9.3388 0.13
O -5.1803 -5.1689 8.7035 0.11
C -4.9731 -4.4322 7.7719 -0.50
C -5.1583 -2.9389 7.7787 -0.08
C -5.1446 -2.6095 6.3008 -0.16
C -4.2651 -3.6974 5.7329 -0.16
O -4.4939 -4.8413 6.5667 0.02
H -4.3198 -2.4783 8.3067 0.14
H -6.1052 -2.6627 8.2431 0.13
H -4.7835 -1.6043 6.0784 0.12
H -6.1572 -2.7015 5.8948 0.12
H -3.2027 -3.4396 5.7784 0.13
H -4.5268 -3.9361 4.7014 0.11
O -11.0320 -4.0696 6.6448 0.11
C -10.0755 -4.7275 6.9655 -0.48
C -9.9491 -5.5375 8.2274 -0.08
C -8.4596 -5.8037 8.2870 -0.16
C -8.0704 -5.8040 6.8277 -0.15
O -8.9603 -4.8731 6.1992 0.03
H -10.5240 -6.4601 8.1176 0.13
H -10.2913 -4.9709 9.0932 0.13
H -8.1992 -6.7296 8.8019 0.12
H -7.9595 -4.9789 8.8040 0.11
H -8.2054 -6.7847 6.3615 0.13
H -7.0387 -5.4826 6.6806 0.10
O -7.1221 1.6800 -1.2137 0.08
C -8.1010 1.7806 -0.5150 -0.45
C -9.4934 1.3517 -0.8877 -0.07
C -10.3330 2.0581 0.1553 -0.16
C -9.3872 2.1452 1.3298 -0.16
O -8.0814 2.2678 0.7534 0.03
H -9.5664 0.2649 -0.8021 0.14
H -9.7476 1.6767 -1.8964 0.13
H -11.2656 1.5428 0.3908 0.12
H -10.5831 3.0645 -0.1951 0.12
H -9.4109 1.2450 1.9509 0.13
H -9.5943 3.0132 1.9580 0.13
O -6.3704 -3.4320 -1.6963 0.10
C -6.4474 -4.6216 -1.5232 -0.47
C -7.5341 -5.3295 -0.7608 -0.08
C -6.9250 -6.6968 -0.5349 -0.17
C -6.0150 -6.8497 -1.7311 -0.17
O -5.5681 -5.5239 -2.0367 0.03
H -8.4307 -5.3805 -1.3832 0.14
H -7.7469 -4.8234 0.1808 0.13
H -7.6620 -7.4971 -0.4495 0.12
H -6.3307 -6.6863 0.3843 0.12
H -6.5390 -7.2508 -2.6039 0.13
H -5.1555 -7.4856 -1.5122 0.13
O 12.1327 3.8853 -2.2829 0.12
C 12.0407 2.6953 -2.1278 -0.48
C 10.9376 1.9884 -1.3885 -0.09
C 11.5290 0.6113 -1.1753 -0.17
C 12.4513 0.4651 -2.3630 -0.16
O 12.9166 1.7898 -2.6444 0.03
H 10.0478 1.9555 -2.0217 0.10
H 10.7192 2.4825 -0.4419 0.13
H 10.7820 -0.1821 -1.1099 0.11
H 12.1125 0.6020 -0.2490 0.12
H 11.9329 0.0823 -3.2473 0.13
H 13.3012 -0.1835 -2.1432 0.13
```